Formula: C21H35F4N2O2
Source: the OMol25 dataset
Level of theory: wB97M-V/def2-TZVPD

Each line ends with the Mulliken charge.
Geometry (Å):
C 5.086 0.065 -0.394  -1.0759
C 3.835 -0.356 -1.311  -0.3390
C 2.806 0.828 -1.628  -0.3522
C 2.482 1.790 -0.390  -0.3116
C 1.179 2.694 -0.699  -0.6548
C -0.133 2.003 -0.017  0.3844
C -1.178 1.428 -1.088  -0.7648
C -1.620 -0.096 -0.820  -0.3251
C -2.423 -0.319 0.549  -0.9683
C -1.526 -0.793 1.784  -0.3703
C -0.913 -2.268 1.661  1.4683
C -2.013 -3.271 1.004  -1.1721
C -1.656 -4.819 1.203  -0.6647
C -1.554 -5.580 -0.217  0.7661
F -2.878 -5.835 -0.718  -0.2920
F -0.931 -4.799 -1.223  -0.2201
F -0.791 -6.786 -0.122  -0.2857
N -0.678 -2.782 3.043  -0.3962
C 0.438 -2.087 3.746  -0.4088
C 1.727 -3.023 3.996  -0.2036
F 2.842 -2.170 4.359  -0.3528
C 0.474 -2.356 0.871  -0.5928
O 1.031 -3.422 0.466  -0.7185
O 1.166 -1.158 0.648  -0.4416
H 5.505 -0.919 0.042  0.3333
H 5.965 0.512 -0.994  0.2804
H 4.813 0.708 0.509  0.2769
H 4.283 -0.676 -2.328  0.3269
H 3.327 -1.306 -0.903  0.1200
H 1.807 0.317 -1.909  0.0202
H 3.085 1.465 -2.543  0.4161
H 3.404 2.469 -0.231  0.3678
H 2.391 1.162 0.555  0.0685
H 1.023 2.848 -1.817  0.1447
H 1.304 3.694 -0.133  0.2172
H 0.276 1.214 0.694  -0.4642
H -0.700 2.791 0.608  0.4154
H -0.658 1.426 -2.122  0.3022
H -2.081 2.129 -1.198  0.2838
H -0.721 -0.777 -0.971  0.1355
H -2.359 -0.353 -1.673  0.3202
H -3.330 -0.977 0.331  0.3469
H -2.856 0.713 0.842  0.4244
H -2.229 -0.811 2.705  0.4258
H -0.689 -0.068 2.053  -0.0767
H -2.988 -3.086 1.598  0.4358
H -2.262 -3.004 -0.078  0.2732
H -0.661 -4.995 1.738  0.2445
H -2.529 -5.328 1.752  0.3155
H -1.515 -2.625 3.628  0.3773
H 0.044 -1.828 4.802  0.4362
H 0.766 -1.099 3.287  0.0407
H 2.018 -3.625 3.076  0.2030
H 1.512 -3.711 4.896  0.2751
N -1.180 5.559 -2.391  0.0597
C -2.095 6.575 -2.331  -0.5386
C -3.009 6.383 -3.339  -0.3856
C -2.633 5.203 -4.028  -0.5489
C -1.503 4.716 -3.419  -0.3182
H -0.391 5.448 -1.774  0.2281
H -2.017 7.346 -1.580  0.3664
H -3.854 7.019 -3.555  0.3775
H -3.134 4.759 -4.876  0.3984
H -0.901 3.845 -3.628  0.3670

Values from the calculation:
HOMO energy	-4.755	eV
calculated total energy	-40288.3860	eV
strongest force on any atom	6.0	eV/A
net charge	-1
multiplicity	1
HOMO-LUMO gap	7.401	eV



Formula: C21H35N3O3S
Source: the OMol25 dataset
Level of theory: wB97M-V/def2-TZVPD

Each line ends with the Mulliken charge.
Geometry (Å):
C -1.168 1.139 -4.380  -1.0563
C -1.828 0.036 -3.561  -0.3018
C -0.888 -1.130 -3.235  -1.0031
C -0.121 -0.991 -1.910  -0.8159
N 0.888 0.051 -1.882  1.5909
C 2.078 -0.218 -2.665  -1.3328
C 3.367 -0.055 -1.843  -0.6253
C 3.505 -1.119 -0.757  -0.9179
N 2.542 -0.930 0.303  0.1893
C 2.866 -1.017 1.605  -0.0438
O 3.992 -1.256 1.997  -0.7259
C 1.693 -0.845 2.570  -0.0062
C 0.630 -1.920 2.331  0.0057
C -0.502 -1.764 3.346  -1.2717
N -1.076 -0.434 3.337  0.1711
S -2.240 -0.169 2.163  1.2358
O -2.365 1.246 1.974  -0.7152
O -2.015 -0.979 0.991  -0.6092
C -3.776 -0.715 2.979  -0.6374
C -4.038 -2.196 2.829  -1.1322
C -0.097 0.622 3.512  -1.5607
C 1.040 0.538 2.492  0.5035
C 0.580 1.360 -1.530  0.4417
C -0.467 1.648 -0.645  -0.2342
C -0.730 2.939 -0.238  -0.8171
C 0.032 3.999 -0.697  -0.7063
C 1.065 3.736 -1.578  -0.8666
C 1.341 2.445 -1.986  -0.4614
H -0.772 0.736 -5.311  0.3267
H -0.358 1.609 -3.831  0.1333
H -1.896 1.909 -4.625  0.3868
H -2.677 -0.350 -4.130  0.4406
H -2.219 0.456 -2.633  0.1393
H -1.476 -2.047 -3.154  0.4858
H -0.182 -1.265 -4.059  0.3573
H 0.386 -1.944 -1.714  0.4835
H -0.842 -0.842 -1.106  0.0630
H 2.128 0.421 -3.557  0.3863
H 2.023 -1.250 -3.016  0.5938
H 3.390 0.929 -1.375  0.3059
H 4.220 -0.135 -2.519  0.4147
H 4.495 -1.075 -0.295  0.5264
H 3.376 -2.117 -1.196  0.2372
H 1.612 -0.667 0.014  -0.2065
H 2.110 -0.978 3.575  0.5299
H 0.203 -1.820 1.332  -0.1852
H 1.069 -2.915 2.425  0.4781
H -0.134 -1.959 4.359  0.4497
H -1.302 -2.467 3.118  0.4171
H -4.544 -0.121 2.488  0.4419
H -3.678 -0.395 4.011  0.3564
H -3.782 -2.502 1.816  0.3119
H -3.446 -2.777 3.532  0.3059
H -5.088 -2.420 3.005  0.3956
H 0.297 0.541 4.530  0.4467
H -0.633 1.565 3.407  0.6368
H 1.775 1.317 2.702  0.5142
H 0.627 0.717 1.497  -0.4678
H -1.098 0.869 -0.251  0.2570
H -1.539 3.098 0.460  0.5168
H -0.175 5.009 -0.377  0.4011
H 1.672 4.546 -1.960  0.4129
H 2.151 2.302 -2.683  0.4099

Values from the calculation:
energy above the lowest of the compared OMol25 structures with the same formula, charge and spin	25.8	kJ/mol
HOMO energy	-7.574	eV
calculated total energy	-43793.8951	eV
strongest force on any atom	1.0	eV/A
net charge	0
multiplicity	1
HOMO-LUMO gap	8.053	eV
structure (SMILES)	CCCCN(CCCNC(=O)C1CCN(S(=O)(=O)CC)CC1)c1ccccc1